Record 1
A cluster of 2 separate species, C3H7NO in total at a distorted geometry. Source: the Open Molecules 2025 dataset; level of theory: ωB97M-V/def2-TZVPD.

Geometry as XYZ:
```
12
Properties=species:S:1:pos:R:3:forces:R:3
C 0.20042 0.02483 -0.10997 -0.233 -0.099 -0.499
C -0.76434 -0.94910 0.01676 -1.079 -0.203 -1.135
C 1.54188 -0.29334 -0.15047 0.150 -0.320 2.266
N 2.50644 0.55770 0.47899 -2.218 -0.334 -2.123
H -0.15262 1.04922 -0.14981 0.096 0.149 0.645
H -1.78720 -0.69124 0.26391 -0.596 0.797 0.252
H -0.72686 -1.99173 -0.29985 0.977 0.025 0.376
H 1.77189 -1.35697 -0.22303 0.507 0.213 -0.564
H 3.12423 0.92420 -0.24574 0.632 -0.175 0.421
H 1.89579 1.32120 0.77195 0.734 0.439 0.236
H -4.27967 0.76649 -0.22418 0.046 -0.207 -0.169
O -3.32996 0.63873 -0.12857 0.984 -0.285 0.295
```
Positions in Å, forces in eV/Å.

## Properties
HOMO energy	-6.86	eV
total charge	0
energy above the lowest of the compared OMol25 structures with the same formula, charge and spin	150.9	kcal/mol
calculated total energy	-248.28602	Eh
F_max	0.060	hartree/bohr



Record 2
A cluster of 2 separate species, C3H7NO in total at a distorted geometry. Source: the Open Molecules 2025 dataset; level of theory: ωB97M-V/def2-TZVPD.

Geometry as XYZ:
```
12
Properties=species:S:1:pos:R:3:forces:R:3
C -1.24607 0.11877 -0.03465 -0.161 -0.027 -0.173
N -0.13222 -0.15058 0.85309 -0.100 0.075 0.251
C 1.38953 -1.84942 -1.05295 -0.867 -0.915 -0.287
O 0.61047 -2.63772 -1.30098 0.868 0.857 0.263
C 0.89198 0.88454 0.82010 0.167 0.120 0.007
H -0.90269 0.10786 -1.07585 -0.047 -0.019 0.125
H -1.72974 1.09774 0.14068 0.104 -0.164 -0.009
H -1.99834 -0.66735 0.07881 0.069 0.110 -0.071
H -0.47753 -0.28119 1.79589 0.065 0.059 -0.109
H 0.49486 1.86327 0.50009 0.055 -0.174 0.097
H 1.69407 0.59540 0.12910 -0.129 0.153 0.076
H 1.33504 1.01678 1.81263 -0.023 -0.076 -0.170
```
Positions in Å, forces in eV/Å.

## Properties
HOMO energy	-8.89	eV
total charge	0
energy above the lowest of the compared OMol25 structures with the same formula, charge and spin	33.7	kcal/mol
calculated total energy	-248.47271	Eh
F_max	0.025	hartree/bohr



Record 3
A cluster of 2 separate species, C3H7NO in total. Source: the Open Molecules 2025 dataset; level of theory: ωB97M-V/def2-TZVPD.

Geometry as XYZ:
```
12
Properties=species:S:1:pos:R:3:forces:R:3
C -1.96578 -0.13652 -0.21166 -0.170 -0.085 0.154
N -0.95103 0.19228 -1.17821 0.507 -0.246 -0.413
C -0.01229 -0.34877 -1.69996 0.027 0.007 -0.104
O 0.93040 -0.77627 -2.25929 -0.595 0.275 0.299
C 1.74308 0.34345 1.04767 0.013 -0.017 0.019
H -2.05308 -1.21822 -0.07129 0.000 0.156 -0.017
H -2.92563 0.25366 -0.55685 0.131 -0.052 0.070
H -1.73144 0.32705 0.75198 -0.009 -0.054 -0.172
H 1.08346 -0.24118 0.40726 0.135 0.064 0.175
H 1.79571 1.36770 0.67064 -0.009 -0.155 0.059
H 2.73759 -0.10666 1.03336 -0.119 0.086 0.038
H 1.34901 0.34349 2.06635 0.089 0.022 -0.109
```
Positions in Å, forces in eV/Å.

## Properties
HOMO energy	-10.40	eV
total charge	0
energy above the lowest of the compared OMol25 structures with the same formula, charge and spin	21.8	kcal/mol
calculated total energy	-248.49174	Eh
structure (SMILES)	CN=C=O.C
F_max	0.014	hartree/bohr



Record 4
A cluster of 2 separate species, C3H7NO in total at a distorted geometry. Source: the Open Molecules 2025 dataset; level of theory: ωB97M-V/def2-TZVPD.

Geometry as XYZ:
```
12
Properties=species:S:1:pos:R:3:forces:R:3
C -2.99528 0.55021 0.00133 0.907 0.370 1.286
N -2.12975 -0.36233 -0.11763 -0.748 -0.798 0.368
H -4.06545 0.36349 -0.04316 0.013 -0.065 -0.902
H -2.68456 1.52868 0.39338 -0.383 0.051 -0.032
H -1.24629 -0.11323 0.32490 0.292 0.430 -0.707
O 0.97298 0.38325 0.87834 0.172 0.303 0.668
C 1.96190 0.25624 0.20157 -1.716 -0.795 -1.026
C 2.01267 -0.85746 -0.83788 1.487 1.343 0.045
H 2.69859 1.06818 0.15384 0.532 -0.163 0.176
H 1.15957 -1.52230 -0.81534 -0.046 0.040 0.104
H 2.98088 -1.36317 -0.78881 -0.175 -0.288 0.083
H 2.08953 -0.27311 -1.77070 -0.335 -0.428 -0.062
```
Positions in Å, forces in eV/Å.

## Properties
HOMO energy	-9.57	eV
total charge	0
energy above the lowest of the compared OMol25 structures with the same formula, charge and spin	52.9	kcal/mol
calculated total energy	-248.44219	Eh
structure (SMILES)	CC=O.C=N
F_max	0.042	hartree/bohr



Record 5
A cluster of 2 separate species, C3H7NO in total at a distorted geometry. Source: the Open Molecules 2025 dataset; level of theory: ωB97M-V/def2-TZVPD.

Geometry as XYZ:
```
12
Properties=species:S:1:pos:R:3:forces:R:3
O -0.57473 -4.64741 -1.76603 0.237 2.921 -0.966
C -0.33845 -3.78055 -2.62393 0.120 -6.472 0.199
H 0.00438 -4.30126 -3.57420 -0.082 1.516 0.276
H -0.47202 -2.75115 -2.55576 -0.276 2.035 0.491
C 0.33986 1.98452 2.40807 -1.373 2.324 -0.770
C -0.02687 1.78364 -0.05274 -3.771 4.697 4.538
N -0.33618 2.32472 1.10535 0.714 -1.561 -1.468
H -0.09071 2.70269 3.18804 0.485 -0.999 -1.079
H 1.39860 2.24152 2.34629 0.152 -0.857 0.144
H -0.00911 1.00068 2.66493 0.666 -0.613 0.310
H -0.64454 2.20348 -0.80810 -0.468 -0.077 -1.003
H 0.74977 1.23914 -0.33193 3.597 -2.914 -0.671
```
Positions in Å, forces in eV/Å.

## Properties
HOMO energy	-9.43	eV
total charge	0
energy above the lowest of the compared OMol25 structures with the same formula, charge and spin	86.4	kcal/mol
calculated total energy	-248.38877	Eh
structure (SMILES)	C=NC.C=O
F_max	0.147	hartree/bohr



Record 6
An isolated molecule of C3H7NO at a distorted geometry. Source: the Open Molecules 2025 dataset; level of theory: ωB97M-V/def2-TZVPD.

Geometry as XYZ:
```
12
Properties=species:S:1:pos:R:3:forces:R:3
C 1.10714 -0.26415 -0.10900 1.846 -1.166 0.811
C -0.21867 -0.73076 0.52191 0.520 0.352 -1.653
C -1.24588 0.18959 -0.08989 -0.596 -0.375 0.620
O -1.97557 -0.16832 -0.98077 0.141 0.136 0.078
N 1.66999 0.94594 0.51360 -0.599 -0.102 -0.085
H 1.81515 -1.09990 0.05040 -0.189 -0.022 0.054
H 1.13292 -0.19287 -1.19249 -0.721 0.442 -0.131
H -0.40616 -1.73152 0.14885 -0.185 -0.169 -0.078
H -0.08766 -0.80868 1.59027 -0.323 0.532 0.429
H -1.26942 1.22695 0.27594 0.065 0.138 -0.021
H 1.76743 0.75929 1.50525 0.041 0.132 0.042
H 2.60740 1.09457 0.16323 -0.001 0.102 -0.066
```
Positions in Å, forces in eV/Å.

## Properties
HOMO energy	-9.36	eV
total charge	0
energy above the lowest of the compared OMol25 structures with the same formula, charge and spin	33.4	kcal/mol
calculated total energy	-248.47333	Eh
structure (SMILES)	NCCC=O
F_max	0.045	hartree/bohr



Record 7
An isolated molecule of C3H7NO at a distorted geometry. Source: the Open Molecules 2025 dataset; level of theory: ωB97M-V/def2-TZVPD.

Geometry as XYZ:
```
12
Properties=species:S:1:pos:R:3:forces:R:3
C 1.46667 -0.75744 -0.21078 -2.441 1.980 -0.321
C -0.53495 0.72920 -0.06831 2.001 2.796 1.136
C -1.73270 -0.09948 -0.16467 -2.240 1.206 -0.160
H 1.73479 0.01618 -1.01785 0.124 -1.564 0.637
H 0.81681 -1.60288 -0.61827 1.491 0.861 0.297
H 2.34131 -1.05188 0.36670 -0.235 -0.225 -0.161
H 0.89221 0.67340 1.47411 -0.869 -2.512 -3.120
H -0.12618 1.31237 -1.00164 -1.050 -1.147 1.251
H -0.84841 1.54797 0.70428 0.148 -0.992 -1.612
H -2.70719 0.43559 -0.41176 0.740 -0.348 -0.387
N 0.46689 -0.01035 0.66130 2.724 1.721 2.479
O -1.76925 -1.19267 0.28688 -0.392 -1.777 -0.040
```
Positions in Å, forces in eV/Å.

## Properties
HOMO energy	-8.84	eV
total charge	0
energy above the lowest of the compared OMol25 structures with the same formula, charge and spin	62.8	kcal/mol
calculated total energy	-248.42647	Eh
structure (SMILES)	CNCC=O
F_max	0.080	hartree/bohr



Record 8
An isolated molecule of C3H7NO. Source: the Open Molecules 2025 dataset; level of theory: ωB97M-V/def2-TZVPD.

Geometry as XYZ:
```
12
Properties=species:S:1:pos:R:3:forces:R:3
O -0.95981 1.78042 -0.12301 0.084 0.432 -0.226
C 0.31746 1.55849 0.39202 0.420 0.167 -0.019
C 0.83642 0.22014 -0.08290 -0.338 0.031 0.099
C -0.38344 -1.71065 -0.32915 -0.084 -0.484 -0.139
N -0.00826 -0.40472 -0.78433 0.010 0.233 0.536
H -1.08068 1.04520 -0.76705 -0.046 0.171 0.271
H 0.25750 1.34589 1.48126 0.062 0.294 -0.186
H 0.96663 2.42491 0.24951 0.054 0.015 -0.012
H 1.66391 -0.26841 0.45961 -0.268 0.076 0.039
H -1.13000 -1.43607 0.42788 -0.096 -0.614 -0.094
H 0.39818 -2.28140 0.18852 0.102 -0.056 -0.245
H -0.87792 -2.27379 -1.11236 0.100 -0.266 -0.025
```
Positions in Å, forces in eV/Å.

## Properties
HOMO energy	-9.50	eV
total charge	0
energy above the lowest of the compared OMol25 structures with the same formula, charge and spin	60.2	kcal/mol
calculated total energy	-248.43056	Eh
structure (SMILES)	C/N=C/CO
F_max	0.012	hartree/bohr



Record 9
An isolated molecule of C3H7NO at a distorted geometry. Source: the Open Molecules 2025 dataset; level of theory: ωB97M-V/def2-TZVPD.

Geometry as XYZ:
```
12
Properties=species:S:1:pos:R:3:forces:R:3
C -0.79894 -0.87458 -0.84211 0.292 -1.266 1.157
C -0.48375 -0.49346 0.69054 -1.204 0.076 -1.382
C 1.39229 1.28584 0.10077 4.311 0.529 -2.202
H -1.75325 -0.39401 -1.14343 0.720 -0.268 0.156
H -0.00838 -0.71443 -1.58541 -0.182 0.483 0.323
H -0.92917 -2.01588 -0.86989 -0.088 1.580 0.190
H 0.42210 -0.88962 1.13225 0.288 -0.459 -0.275
H -1.34827 -0.91426 1.20633 0.266 0.048 0.310
H 2.17588 2.09794 -0.10195 -0.932 -1.626 -0.138
H 1.55144 0.23373 -0.13880 0.297 0.263 0.333
N 0.36410 1.78605 0.52076 -3.060 0.504 2.384
O -0.58405 0.89268 1.03093 -0.707 0.136 -0.856
```
Positions in Å, forces in eV/Å.

## Properties
HOMO energy	-10.01	eV
total charge	0
energy above the lowest of the compared OMol25 structures with the same formula, charge and spin	83.5	kcal/mol
calculated total energy	-248.39350	Eh
structure (SMILES)	C=NOCC
F_max	0.095	hartree/bohr



Record 10
An isolated molecule of C3H7NO at a distorted geometry. Source: the Open Molecules 2025 dataset; level of theory: ωB97M-V/def2-TZVPD.

Geometry as XYZ:
```
12
Properties=species:S:1:pos:R:3:forces:R:3
C 0.38434 -1.10728 -0.33216 -0.213 -0.304 -0.125
C 0.75751 1.23620 -0.04588 0.408 0.082 0.442
C -0.16304 0.16628 0.29979 0.007 -0.288 -0.624
O 0.75303 0.52442 1.28624 0.724 0.386 -0.699
N -1.57212 0.33267 0.46580 0.067 -0.156 0.095
H 0.08073 -1.17855 -1.37896 -0.122 -0.258 0.047
H 1.48170 -1.07420 -0.28531 -0.398 -0.068 -0.060
H 0.06004 -1.97658 0.23946 -0.138 -0.107 -0.145
H 1.33814 0.96859 -0.94545 0.836 -0.051 1.109
H 0.80916 2.27481 0.21048 -1.120 0.502 -0.324
H -1.97441 0.30592 -0.47106 -0.066 0.165 0.269
H -1.95507 -0.47228 0.95704 0.016 0.098 0.012
```
Positions in Å, forces in eV/Å.

## Properties
HOMO energy	-9.65	eV
total charge	0
energy above the lowest of the compared OMol25 structures with the same formula, charge and spin	61.3	kcal/mol
calculated total energy	-248.42881	Eh
structure (SMILES)	C[C@]1(N)CO1
F_max	0.027	hartree/bohr



What did the seventh record say?
An isolated molecule of C3H7NO at a distorted geometry. Source: the Open Molecules 2025 dataset; level of theory: ωB97M-V/def2-TZVPD.

Geometry as XYZ:
```
12
Properties=species:S:1:pos:R:3:forces:R:3
C 1.46667 -0.75744 -0.21078 -2.441 1.980 -0.321
C -0.53495 0.72920 -0.06831 2.001 2.796 1.136
C -1.73270 -0.09948 -0.16467 -2.240 1.206 -0.160
H 1.73479 0.01618 -1.01785 0.124 -1.564 0.637
H 0.81681 -1.60288 -0.61827 1.491 0.861 0.297
H 2.34131 -1.05188 0.36670 -0.235 -0.225 -0.161
H 0.89221 0.67340 1.47411 -0.869 -2.512 -3.120
H -0.12618 1.31237 -1.00164 -1.050 -1.147 1.251
H -0.84841 1.54797 0.70428 0.148 -0.992 -1.612
H -2.70719 0.43559 -0.41176 0.740 -0.348 -0.387
N 0.46689 -0.01035 0.66130 2.724 1.721 2.479
O -1.76925 -1.19267 0.28688 -0.392 -1.777 -0.040
```
Positions in Å, forces in eV/Å.

## Properties
HOMO energy	-8.84	eV
total charge	0
energy above the lowest of the compared OMol25 structures with the same formula, charge and spin	62.8	kcal/mol
calculated total energy	-248.42647	Eh
structure (SMILES)	CNCC=O
F_max	0.080	hartree/bohr